No. 1
DFT (ωB97M-V/def2-TZVPD) results for 12 unconnected molecules or ions with the total composition C17H58O12.

Computed properties:
* energy relative to the best compared isomer or geometry (same formula, charge and spin): 668.43 kJ/mol
* 2S+1: 1
* LUMO energy: 0.0080 hartree
* SMILES: CCO.CCO.CCO.CCO.CCO.CO.CO.CO.CO.CO.CO.CO
* orbital gap: 0.3566 Ha

Atoms and positions in Å:
C: 0.328 -0.277 -4.395
C: 1.189 -1.102 -3.450
O: 0.532 -2.307 -3.004
H: -0.529 0.218 -3.909
H: -0.071 -0.890 -5.196
H: 0.979 0.532 -4.837
H: 1.248 -0.440 -2.576
H: 2.197 -1.199 -3.776
H: 1.038 -2.704 -2.302
C: 0.311 1.845 -0.921
C: -0.145 0.539 -0.206
O: -1.381 0.279 -0.639
H: 1.306 2.176 -0.643
H: -0.214 2.786 -0.548
H: 0.349 1.658 -1.979
H: -0.261 0.639 0.864
H: 0.641 -0.166 -0.407
H: -1.714 -0.499 -0.200
C: 0.251 -3.861 0.563
C: 1.665 -4.080 0.233
O: 1.944 -3.226 -0.927
H: -0.061 -4.438 1.404
H: -0.485 -3.834 -0.246
H: 0.278 -2.780 0.891
H: 1.743 -5.096 -0.003
H: 2.357 -3.891 0.989
H: 2.757 -3.555 -1.260
C: -2.624 -2.164 -2.337
C: -3.366 -3.503 -2.319
O: -4.406 -3.477 -3.332
H: -2.090 -1.967 -3.292
H: -1.881 -2.156 -1.564
H: -3.241 -1.260 -2.274
H: -3.736 -3.808 -1.312
H: -2.630 -4.225 -2.740
H: -4.030 -2.905 -4.059
C: 3.560 2.814 1.803
C: 2.466 3.138 2.805
O: 1.699 1.935 2.962
H: 4.184 3.686 1.650
H: 3.134 2.579 0.827
H: 4.142 1.946 2.015
H: 1.717 3.940 2.461
H: 2.997 3.429 3.746
H: 0.802 2.188 3.282
C: 0.697 -0.971 3.666
O: 0.221 -1.148 4.954
H: -0.010 -0.431 3.195
H: 0.773 -1.870 3.051
H: 1.630 -0.467 3.627
H: -0.645 -0.748 4.883
C: -2.182 2.672 -2.718
O: -2.822 2.157 -1.619
H: -1.418 2.043 -2.927
H: -1.672 3.554 -2.393
H: -2.769 2.810 -3.576
H: -2.239 1.576 -1.198
C: -3.865 2.109 1.195
O: -3.710 1.934 2.511
H: -3.725 3.158 0.809
H: -4.894 1.759 1.024
H: -3.215 1.351 0.768
H: -3.937 2.773 2.942
C: -0.997 3.665 2.985
O: -0.925 2.275 3.124
H: -0.166 4.068 3.654
H: -1.936 3.877 3.383
H: -0.886 3.998 1.966
H: -1.807 1.944 2.792
C: 3.631 -1.093 0.866
O: 2.281 -1.011 1.163
H: 3.713 -0.467 -0.046
H: 3.904 -2.116 0.657
H: 4.349 -0.623 1.622
H: 1.895 -1.893 0.975
C: 3.663 1.575 -2.417
O: 4.700 0.753 -2.761
H: 2.705 1.481 -2.980
H: 3.917 2.653 -2.300
H: 3.364 1.356 -1.416
H: 4.490 -0.179 -2.796
C: -2.519 -1.233 2.197
O: -2.122 -1.844 0.976
H: -2.060 -0.316 2.378
H: -2.339 -1.933 2.990
H: -3.552 -1.032 2.028
H: -2.496 -2.708 0.967

These are the Mulliken partial charges, in e, on atoms 1 to 6: -1.2415, 0.7237, -0.5670, 0.0361, 0.3919, 0.3454



No. 2
DFT (ωB97M-V/def2-TZVPD) results for a molecular structure, C30H30CrNO5.

Computed properties:
* energy relative to the best compared isomer or geometry (same formula, charge and spin): 0.00 kJ/mol
* 2S+1: 4
* LUMO energy (alpha / beta): -0.1795 / -0.3042 hartree
* charge: +2
* orbital gap (alpha / beta): 0.2666 / 0.2004 Ha

Atoms and positions in Å:
C: 3.107 0.945 2.617
O: 2.633 -0.190 3.264
C: 1.607 -0.748 2.557
O: 1.175 -0.330 1.507
C: 1.040 -1.988 3.218
C: 2.044 -3.157 3.211
C: 1.212 -4.440 2.998
C: -0.243 -3.975 2.830
N: -0.223 -2.504 2.606
C: -1.432 -1.751 2.713
C: -1.676 -0.742 1.863
C: -2.872 0.151 1.929
C: -3.984 -0.403 2.839
C: -3.391 -0.978 4.133
C: -2.383 -2.096 3.823
H: 3.944 1.352 3.189
H: 3.439 0.674 1.613
H: 2.306 1.683 2.558
H: 0.784 -1.720 4.251
H: 2.765 -3.009 2.400
H: 2.626 -3.183 4.140
H: 1.553 -4.986 2.110
H: 1.310 -5.132 3.843
H: -0.757 -4.467 1.998
H: -0.822 -4.177 3.738
H: -0.940 -0.562 1.098
H: -2.558 1.134 2.306
H: -3.258 0.328 0.916
H: -4.728 0.373 3.067
H: -4.533 -1.192 2.308
H: -2.880 -0.176 4.681
H: -4.184 -1.341 4.804
H: -2.917 -3.017 3.559
H: -1.799 -2.330 4.721
O: -6.750 4.163 -5.429
C: -6.143 3.368 -4.884
Cr: -5.160 2.074 -3.992
C: -3.668 3.210 -3.926
O: -2.759 3.894 -3.862
C: -4.541 1.294 -5.579
O: -4.166 0.798 -6.533
C: -6.754 0.665 -3.584
C: -6.981 1.853 -2.841
C: -5.964 2.377 -2.011
C: -4.686 1.718 -1.908
C: -3.655 2.269 -1.150
C: -2.693 2.885 -0.634
C: -1.698 3.646 -0.197
C: -1.755 5.054 -0.010
C: -0.629 5.753 0.456
C: -0.691 7.104 0.687
C: -1.865 7.798 0.466
C: -2.974 7.135 -0.023
C: -2.927 5.785 -0.265
C: -4.470 0.520 -2.679
C: -5.505 -0.002 -3.487
H: -7.549 0.255 -4.207
H: -7.944 2.368 -2.917
H: -6.146 3.284 -1.429
H: -0.762 3.156 0.000
H: 0.288 5.215 0.626
H: 0.181 7.623 1.043
H: -1.905 8.856 0.660
H: -3.878 7.684 -0.213
H: -3.791 5.274 -0.655
H: -3.498 0.023 -2.631
H: -5.337 -0.916 -4.059

These are the Mulliken partial charges, in e, on atoms 1 to 6: -0.6695, -0.3237, 0.1201, -0.5784, 0.5576, -0.6253



No. 3
DFT (ωB97M-V/def2-TZVPD) results for 2 unconnected molecules or ions with the total composition CH4Cl2NP.

Computed properties:
* energy relative to the best compared isomer or geometry (same formula, charge and spin): 285.84 kJ/mol
* 2S+1: 1
* LUMO energy (alpha / beta): -0.0221 / -0.0481 hartree
* orbital gap (alpha / beta): 0.2969 / 0.2860 Ha

Atoms and positions in Å:
C: -0.473 -1.619 -0.179
N: 1.632 1.546 0.218
P: 0.136 1.127 0.085
Cl: -1.266 1.190 1.616
Cl: -0.810 2.029 -1.379
H: -1.184 -1.771 0.537
H: -0.746 -1.337 -1.215
H: 0.569 -1.841 -0.027
H: 2.143 0.676 0.344

These are the Mulliken partial charges, in e, on atoms 1 to 6: -0.9913, -0.5768, 0.6335, -0.2210, -0.1594, 0.3725



No. 4
DFT (ωB97M-V/def2-TZVPD) results for C3H7O4P in the gas phase.

Computed properties:
* energy relative to the best compared isomer or geometry (same formula, charge and spin): 278.57 kJ/mol
* 2S+1: 3
* LUMO energy (alpha / beta): 0.0147 / -0.0423 hartree
* orbital gap (alpha / beta): 0.1769 / 0.3044 Ha

Atoms and positions in Å:
C: -0.269 -1.729 0.225
C: -0.273 -0.578 0.946
C: 0.439 0.869 0.099
O: -0.566 -3.055 0.689
O: -0.633 -0.516 2.242
O: 0.847 1.720 1.083
O: 1.448 0.390 -0.770
P: -0.972 1.501 -0.986
H: 0.158 -1.966 -0.732
H: -1.064 -2.876 1.429
H: -1.209 0.181 2.576
H: 1.439 1.343 1.762
H: 2.290 0.194 -0.311
H: -0.342 2.673 -0.738
H: -0.016 1.196 -2.023

These are the Mulliken partial charges, in e, on atoms 1 to 6: -0.5966, 0.1995, 0.6090, -0.4190, -0.4546, -0.5668



No. 5
DFT (ωB97M-V/def2-TZVPD) results for a gas-phase ion, C7H14N3O5 (charge -1).

Computed properties:
* energy relative to the best compared isomer or geometry (same formula, charge and spin): 214.12 kJ/mol
* 2S+1: 1
* LUMO energy: 0.1262 hartree
* SMILES: CCON(NC)[C@@]1(O)O[C@@]1(N)CC(=O)[O-]
* charge: -1
* orbital gap: 0.2977 Ha

Atoms and positions in Å:
C: 1.486 -0.589 3.270
C: 0.749 0.486 -0.101
C: -1.490 -2.234 0.584
C: -0.948 1.232 -2.693
C: 1.351 0.870 2.464
C: -1.512 -0.854 1.266
C: 1.943 0.966 1.013
N: 3.145 0.459 0.664
N: -0.731 0.396 -0.558
N: -1.092 1.468 -1.323
O: 2.551 -1.213 3.006
O: 1.467 -0.088 -1.220
O: 0.538 -0.806 4.055
O: 1.242 1.827 0.156
O: -1.655 0.329 0.514
H: -2.381 -2.820 0.719
H: -1.416 -2.108 -0.467
H: -0.671 -2.750 1.034
H: -1.401 0.339 -2.977
H: -1.469 2.066 -3.251
H: 0.128 1.208 -2.966
H: 1.916 1.631 3.018
H: 0.364 1.144 2.362
H: -0.447 -0.786 1.602
H: -2.209 -0.555 2.088
H: 3.630 -0.045 1.444
H: 3.688 1.009 0.068
H: -0.660 2.412 -1.010
H: 2.019 -0.687 -0.766

These are the Mulliken partial charges, in e, on atoms 1 to 6: 0.7687, -0.1530, -1.3347, -0.7607, -1.3502, 0.5772



No. 6
DFT (ωB97M-V/def2-TZVPD) results for a molecular structure, C14H24N2NaO5S3.

Computed properties:
* energy relative to the best compared isomer or geometry (same formula, charge and spin): 5.13 kJ/mol
* 2S+1: 1
* LUMO energy: 0.0784 hartree
* charge: -1
* orbital gap: 0.2641 Ha

Atoms and positions in Å:
Na: -0.283 -0.083 0.411
O: 2.714 -2.489 1.110
C: 1.904 -1.937 0.368
O: 1.829 -0.685 0.114
C: 0.912 -2.846 -0.397
C: 0.429 -2.224 -1.717
C: -0.065 -3.321 -2.666
C: -1.407 -3.711 -1.999
C: -1.442 -2.744 -0.807
O: -0.801 -1.569 -1.343
C: -0.464 -3.207 0.283
C: -0.798 -2.591 1.671
O: -0.446 -3.212 2.669
O: -1.458 -1.496 1.640
H: 1.463 -3.768 -0.584
H: 1.112 -1.496 -2.144
H: -0.223 -2.921 -3.669
H: 0.643 -4.147 -2.735
H: -2.252 -3.538 -2.666
H: -1.438 -4.751 -1.672
H: -2.428 -2.479 -0.438
H: -0.514 -4.287 0.423
C: 2.507 2.185 -1.063
C: 1.294 2.801 -1.764
S: -0.349 2.153 -1.329
C: -1.036 3.403 -0.222
C: -0.275 3.687 1.063
S: -0.130 2.253 2.174
C: 1.586 2.377 2.744
C: 2.674 1.892 1.797
S: 3.089 3.029 0.437
H: 3.349 2.234 -1.757
H: 2.346 1.132 -0.822
H: 1.381 2.600 -2.834
H: 1.274 3.887 -1.650
H: -2.030 3.011 -0.002
H: -1.152 4.340 -0.773
H: -0.796 4.485 1.599
H: 0.733 4.032 0.840
H: 1.596 1.739 3.631
H: 1.773 3.399 3.080
H: 2.441 0.913 1.367
H: 3.593 1.779 2.375
N: -4.078 0.331 0.414
N: -2.918 0.802 1.123
H: -4.384 -0.549 0.820
H: -3.771 0.114 -0.527
H: -2.467 0.016 1.600
H: -3.239 1.457 1.826

These are the Mulliken partial charges, in e, on atoms 1 to 6: 0.5974, -0.7873, -0.2476, -0.6408, -0.1364, 0.1789



no.,E (Ha)
1,-1585.0629
2,-2635.9311
3,-1356.9188
4,-760.5490
5,-815.4651
6,-2390.5900